Record 1
{"formula": "C29H24HfI2N4O6", "method": "ωB97M-V with the def2-TZVPD basis set", "gap_ev": 5.246, "charge": 2, "de_lowest_kcal_mol": 31.7, "e_homo_ev": -12.148, "species": ["Hf", "O", "C", "O", "C", "C", "C", "C", "C", "O", "C", "C", "O", "O", "H", "H", "H", "H", "H", "H", "H", "H", "C", "O", "C", "C", "C", "C", "C", "C", "C", "N", "C", "C", "N", "C", "C", "C", "C", "N", "C", "C", "N", "C", "C", "C", "C", "H", "H", "H", "H", "H", "H", "H", "H", "H", "H", "H", "H", "H", "H", "I", "C", "I", "H", "H"], "xyz": [[2.00929, -2.14153, 1.17966], [4.05677, -1.83913, 2.68687], [3.89369, -2.90773, 2.12161], [3.73259, -2.91349, 0.81505], [3.40185, -4.17224, 2.83866], [2.70886, -5.04368, 1.77106], [2.15391, -6.34622, 2.33191], [0.90790, -5.86704, 3.11712], [0.99725, -4.35751, 2.93229], [1.49645, -4.22523, 1.55063], [2.17552, -3.77561, 3.75037], [1.94137, -2.24945, 3.95817], [2.15511, -1.70551, 4.99169], [1.36314, -1.68386, 2.88230], [4.20114, -4.65560, 3.39596], [3.27620, -5.14712, 0.85516], [1.87608, -7.01049, 1.51651], [2.88671, -6.85665, 2.95327], [-0.00840, -6.25875, 2.67920], [0.93091, -6.13969, 4.16927], [0.06214, -3.81829, 3.05254], [2.25270, -4.21955, 4.73842], [-5.64833, 8.11806, -3.66691], [-4.26009, 8.09147, -3.35345], [-3.71053, 6.95719, -2.92740], [-2.33691, 7.00222, -2.64305], [-1.68560, 5.88957, -2.18148], [-2.38011, 4.68442, -1.98183], [-3.74326, 4.63999, -2.28531], [-4.40523, 5.75537, -2.75221], [-1.66681, 3.54429, -1.46249], [-0.37032, 3.51728, -1.18697], [-0.10994, 2.27782, -0.72891], [-1.26808, 1.49414, -0.71361], [-2.24450, 2.32706, -1.18394], [-1.27829, 0.14453, -0.30713], [-2.40959, -0.69725, -0.29133], [-2.28883, -2.00056, 0.11612], [-1.03777, -2.47584, 0.50750], [0.05190, -1.72104, 0.48792], [-0.03805, -0.40888, 0.10660], [1.14989, 0.40246, 0.13929], [2.31314, -0.15351, 0.60776], [3.41722, 0.58520, 0.70799], [3.46214, 1.91322, 0.29364], [2.31819, 2.49134, -0.20702], [1.12936, 1.74605, -0.27645], [-5.85933, 9.13018, -3.99480], [-6.25471, 7.88805, -2.78860], [-5.88138, 7.41738, -4.47097], [-1.81842, 7.93921, -2.79454], [-0.62806, 5.91773, -1.96112], [-4.31048, 3.72396, -2.16674], [-5.46053, 5.69337, -2.97481], [-3.22439, 2.12257, -1.27594], [-3.37173, -0.30922, -0.59914], [-3.13994, -2.66512, 0.14201], [-0.91920, -3.50208, 0.82704], [4.28071, 0.10294, 1.14680], [4.38308, 2.47051, 0.37925], [2.29382, 3.52329, -0.53370], [2.18170, -2.19480, -2.06710], [1.76599, -4.11676, -3.00467], [0.59208, -5.43602, -1.83861], [2.71981, -4.58400, -3.21268], [1.22018, -3.91143, -3.91671]]}

***

Record 2
{"formula": "C33H27N7O7PbS3", "method": "ωB97M-V with the def2-TZVPD basis set", "gap_ev": 6.490, "de_lowest_kcal_mol": 6.6, "e_homo_ev": -8.423, "species": ["Pb", "C", "N", "C", "C", "N", "C", "C", "C", "C", "C", "C", "C", "S", "C", "C", "C", "C", "C", "C", "S", "H", "H", "H", "H", "H", "H", "H", "H", "H", "H", "H", "H", "H", "H", "H", "H", "H", "H", "N", "C", "C", "C", "C", "C", "C", "N", "C", "C", "C", "S", "C", "N", "H", "H", "H", "H", "H", "H", "H", "O", "C", "O", "C", "C", "C", "C", "C", "C", "O", "N", "O", "O", "N", "O", "O", "H", "H"], "xyz": [[0.17038, -0.01747, -0.68069], [-1.24740, 1.02892, 2.74778], [-0.57565, 1.78804, 1.68740], [0.66672, 2.41431, 2.19961], [1.93272, 2.21195, 1.37236], [2.20006, 0.80070, 1.13703], [2.32982, 0.05382, 2.39940], [3.24244, 0.47323, 0.22048], [4.23361, 1.38106, -0.13262], [5.19435, 1.04006, -1.07089], [5.16550, -0.20586, -1.67964], [4.15618, -1.09491, -1.36807], [3.18326, -0.77615, -0.42375], [1.80536, -1.84670, -0.19032], [-1.44444, 2.74901, 1.06656], [-2.46347, 3.36636, 1.79242], [-3.30269, 4.30407, 1.21489], [-3.13460, 4.64320, -0.12094], [-2.14314, 4.02294, -0.85723], [-1.29026, 3.07366, -0.28453], [-0.11165, 2.34962, -1.37704], [-1.38621, 1.61476, 3.66476], [-0.66144, 0.14568, 2.99373], [-2.22327, 0.69994, 2.39452], [0.83929, 2.01938, 3.20209], [0.51358, 3.49040, 2.32050], [2.75062, 2.68483, 1.93657], [1.85508, 2.71106, 0.40868], [2.98094, 0.60727, 3.08826], [2.77261, -0.91500, 2.20616], [1.36302, -0.10563, 2.87101], [4.26295, 2.35817, 0.33048], [5.96271, 1.75538, -1.33365], [5.89860, -0.46261, -2.43229], [4.07544, -2.03891, -1.89339], [-2.59593, 3.12012, 2.83761], [-4.07823, 4.77080, 1.80882], [-3.77715, 5.37494, -0.59329], [-2.02612, 4.26048, -1.90860], [-2.99804, -2.55170, 2.08166], [-2.00155, -3.16606, 2.81237], [-2.04805, -4.08663, 3.85327], [-0.83638, -4.49605, 4.36942], [0.37566, -4.00906, 3.86040], [0.41426, -3.09862, 2.82337], [-0.80155, -2.66485, 2.28947], [-1.08403, -1.75974, 1.26047], [-2.38992, -1.73149, 1.18497], [-3.12455, -0.89056, 0.24990], [-4.43805, -0.97303, -0.09106], [-4.78293, 0.17098, -1.30689], [-3.16208, 0.68080, -1.28791], [-2.41344, 0.06513, -0.42414], [-3.98890, -2.66865, 2.19540], [-2.98600, -4.46653, 4.23732], [-0.82010, -5.21400, 5.17891], [1.30302, -4.36665, 4.28897], [1.34562, -2.74200, 2.41335], [-5.18137, -1.67121, 0.25825], [-2.78200, 1.44239, -1.95500], [2.37898, 0.04453, -4.45152], [1.62105, -0.29097, -3.55863], [1.49040, 0.35240, -2.44116], [0.84601, -1.60104, -3.73492], [1.36156, -2.47920, -4.66799], [0.77489, -3.71756, -4.87679], [-0.34113, -4.11718, -4.17518], [-0.88608, -3.23029, -3.26912], [-0.32879, -1.94808, -3.01509], [-0.90962, -1.15459, -2.15972], [-2.07976, -3.69826, -2.55180], [-2.87392, -2.88534, -2.11277], [-2.22105, -4.90417, -2.43660], [1.35229, -4.63499, -5.86416], [2.34920, -4.27498, -6.45761], [0.79669, -5.70523, -6.03463], [2.23278, -2.17358, -5.22851], [-0.78552, -5.08686, -4.33130]]}

***

Record 3
{"formula": "C40H36ClN3ScSi2", "method": "ωB97M-V with the def2-TZVPD basis set", "gap_ev": [3.917, 3.751], "charge": 1, "de_lowest_kcal_mol": 104.3, "e_homo_ev": [-9.054, -8.887], "species": ["C", "C", "C", "H", "C", "C", "H", "H", "H", "H", "Sc", "Si", "C", "C", "H", "C", "H", "C", "H", "C", "H", "C", "H", "C", "C", "H", "C", "H", "C", "H", "C", "H", "C", "H", "H", "Si", "C", "C", "H", "C", "H", "C", "H", "C", "H", "C", "H", "C", "C", "H", "C", "H", "C", "H", "C", "H", "C", "H", "H", "Cl", "C", "C", "C", "C", "C", "C", "N", "N", "C", "C", "C", "C", "C", "N", "H", "H", "H", "H", "H", "H", "H", "H", "H"], "xyz": [[1.34491, -2.29596, 3.18662], [1.64438, -1.93963, 1.83414], [2.03253, -0.57078, 1.81108], [1.71089, -2.61693, 0.97932], [1.96170, -0.05464, 3.14911], [1.54512, -1.13187, 4.00660], [1.40785, -1.06631, 5.09490], [1.02836, -3.28603, 3.53149], [2.40839, -0.05254, 0.93702], [2.26888, 0.94230, 3.46726], [-0.27818, -0.68736, 2.72926], [-1.71556, -0.44249, -1.84243], [-0.65771, -1.62394, -2.84771], [-1.59796, -1.94591, -3.84651], [-2.57413, -1.42406, -3.83873], [-1.33578, -2.88792, -4.80178], [-2.14545, -3.13686, -5.49990], [-0.08962, -3.51311, -4.82581], [0.07978, -4.29650, -5.57078], [0.91469, -3.10600, -3.93749], [1.91516, -3.57863, -4.03606], [0.65868, -2.15775, -2.93211], [1.47456, -1.87183, -2.25120], [0.64145, 1.27455, -1.15700], [1.93243, 1.02656, -1.58562], [2.08296, 0.33067, -2.40533], [2.94245, 1.83638, -1.08869], [3.95669, 1.73474, -1.46703], [2.71853, 2.67508, -0.01043], [3.54740, 3.21658, 0.41834], [1.49149, 2.72442, 0.58817], [1.34110, 3.23604, 1.53381], [0.34358, 2.16977, -0.06960], [-0.67432, 2.18424, 0.39517], [-0.59775, -0.22183, -0.77265], [-0.11258, 2.93118, -1.64682], [0.53410, 4.62156, -1.90791], [1.37392, 4.90913, -3.00648], [1.35522, 4.26096, -3.88625], [2.22304, 6.01178, -2.93780], [2.89356, 6.21032, -3.78085], [2.18803, 6.85185, -1.84321], [2.88032, 7.68817, -1.77131], [1.27646, 6.65044, -0.79770], [1.21213, 7.33045, 0.03831], [0.38996, 5.56821, -0.86383], [-0.37414, 5.40773, -0.10206], [-0.12383, 2.15277, -3.40073], [0.95789, 1.73026, -4.18483], [1.96632, 1.94130, -3.87368], [0.75249, 1.01501, -5.37593], [1.61242, 0.67438, -5.95818], [-0.57502, 0.84655, -5.80843], [-0.73966, 0.31711, -6.73376], [-1.65916, 1.37777, -5.10014], [-2.66642, 1.32393, -5.51617], [-1.42748, 1.98389, -3.86497], [-2.25160, 2.35695, -3.26602], [-2.63299, -1.43921, -1.35551], [-1.62474, 1.21455, 2.79912], [-1.21901, -1.69134, 8.31065], [-1.77077, -2.82646, 7.69971], [-1.93054, -2.85986, 6.31430], [-1.51255, -1.76687, 5.54282], [-0.99910, -0.59410, 6.16466], [-0.82880, -0.57503, 7.54257], [-1.52354, -1.89346, 4.14389], [-2.22218, -2.95991, 3.76715], [-2.04842, -3.30452, 2.45646], [-2.74703, -4.45843, 2.02537], [-2.74577, -4.77829, 0.67640], [-1.92787, -3.99904, -0.17436], [-1.04051, -3.08668, 0.41122], [-1.23368, -2.55921, 1.64605], [-1.08505, -1.67017, 9.39893], [-2.08185, -3.70346, 8.28134], [-2.32385, -3.72546, 5.78969], [-0.74942, 0.26506, 5.52916], [-0.39183, 0.30045, 8.02497], [-3.27145, -5.01603, 2.79083], [-3.33348, -5.61054, 0.29412], [-2.02624, -4.09719, -1.25179], [-0.14287, -2.76894, -0.11446]]}

***

Record 4
{"formula": "C36H31N7NiO3PS3", "method": "ωB97M-V with the def2-TZVPD basis set", "gap_ev": [2.011, 5.676], "s2": 3.78, "spin_multiplicity": 4, "charge": -2, "e_homo_ev": [1.929, -1.752], "species": ["Ni", "N", "C", "C", "C", "C", "C", "C", "S", "O", "O", "N", "C", "N", "C", "C", "C", "N", "H", "H", "H", "H", "H", "H", "H", "H", "H", "O", "N", "C", "C", "C", "C", "C", "S", "H", "H", "H", "H", "N", "P", "C", "C", "C", "C", "C", "C", "C", "C", "C", "C", "C", "C", "C", "C", "C", "C", "C", "C", "H", "H", "H", "H", "H", "H", "H", "H", "H", "H", "H", "H", "H", "H", "H", "S", "C", "C", "N", "C", "H", "H", "H"], "xyz": [[12.89272, 11.79030, 13.19473], [19.40588, 16.28579, 17.86277], [18.28264, 15.66078, 17.36184], [18.51656, 14.33979, 16.81699], [17.49694, 13.58518, 16.25371], [16.22131, 14.20486, 16.19952], [16.00985, 15.52165, 16.70525], [17.00611, 16.22790, 17.33266], [14.78281, 13.13228, 15.95180], [13.75111, 13.69373, 16.77641], [15.31466, 11.81807, 16.37745], [14.31749, 13.01923, 14.32185], [13.62149, 14.09912, 13.83313], [12.46835, 13.73188, 13.21742], [11.69658, 14.69437, 12.66136], [12.07761, 16.01844, 12.75008], [13.26029, 16.28640, 13.48535], [14.01425, 15.35538, 13.98985], [20.37353, 16.01942, 17.57698], [19.25974, 17.22797, 18.23278], [19.50912, 13.87935, 16.92055], [17.59552, 12.52152, 16.03448], [14.95825, 15.83507, 16.74248], [16.84239, 17.21576, 17.76770], [10.79842, 14.39777, 12.16624], [11.47960, 16.75514, 12.28053], [13.59901, 17.31636, 13.59142], [10.63749, 13.18256, 9.71767], [9.64285, 12.81826, 10.45120], [8.34378, 13.30224, 10.15845], [7.29643, 12.92882, 10.97969], [7.53785, 12.08751, 12.08492], [8.78487, 11.55263, 12.29776], [9.89142, 11.88170, 11.50476], [11.35716, 11.06056, 11.77115], [8.26304, 14.01309, 9.35472], [6.30329, 13.31483, 10.82744], [6.79715, 11.73253, 12.80821], [8.89939, 10.81402, 13.15640], [13.88496, 10.36661, 12.64970], [14.49413, 9.35686, 11.65378], [14.38240, 9.99640, 9.98293], [14.03082, 11.28516, 9.60393], [13.58777, 11.52605, 8.30972], [13.72416, 10.57711, 7.30672], [14.26627, 9.31463, 7.63349], [14.62275, 9.01950, 8.94502], [13.91291, 7.63523, 11.80924], [14.64575, 6.53390, 11.35327], [14.07719, 5.28200, 11.48651], [12.88981, 5.06325, 12.22096], [12.20245, 6.13717, 12.67549], [12.69635, 7.42306, 12.47570], [16.29881, 9.44786, 11.80059], [16.85991, 9.55906, 13.06687], [18.26178, 9.46141, 13.28888], [19.13478, 9.40835, 12.17485], [18.59592, 9.52092, 10.90296], [17.18037, 9.63779, 10.72333], [14.11149, 12.17938, 10.28364], [13.10912, 12.46627, 8.06575], [13.47599, 10.77805, 6.28578], [14.28006, 8.54666, 6.88884], [14.91361, 8.02768, 9.18307], [15.59654, 6.61748, 10.90260], [14.60162, 4.48740, 10.97011], [12.45834, 4.05000, 12.34837], [11.26194, 6.12288, 13.16352], [12.19857, 8.27720, 12.94038], [16.17531, 9.84609, 13.87940], [18.55637, 9.21061, 14.29044], [20.21872, 9.18339, 12.38706], [19.25349, 9.39360, 10.05357], [16.73860, 9.83304, 9.73269], [10.88272, 9.07528, 16.39991], [12.55000, 9.12284, 16.61931], [13.17971, 10.00928, 15.73414], [12.29294, 10.68644, 14.93894], [11.04052, 10.26878, 15.17146], [13.05763, 8.62180, 17.47831], [14.24085, 10.23402, 15.71747], [10.22750, 10.49188, 14.52840]]}